Density functional theory data (ωB97M-V/def2-TZVPD) for a structure of composition C21H39MnN2O2P3S at a distorted geometry.

Each line ends with the natural charge from an NBO analysis.
CARTESIAN COORDINATES (ANGSTROEM)
1 H -1.35 3.27 1.85  0.243
2 H -2.65 3.97 -1.14  0.290
3 C -0.65 -1.58 -3.27  -0.190
4 C -1.30 -0.33 -3.43  0.039
5 C 0.19 3.85 -1.52  -0.908
6 C -3.53 -1.97 -0.99  -0.927
7 Mn -0.03 0.10 0.23  0.365
8 H 4.55 -0.99 1.54  0.275
9 H -0.21 4.84 -1.33  0.291
10 N 0.14 -1.98 4.39  -0.293
11 H -0.76 -3.80 -1.10  0.244
12 H -0.68 -3.97 0.67  0.258
13 P -0.76 2.70 -0.43  1.015
14 H -3.36 -3.23 1.54  0.279
15 H 3.13 -1.93 2.11  0.255
16 H -0.19 -1.77 6.51  0.292
17 C -0.15 -1.27 5.55  -0.005
18 N -0.12 0.08 3.82  -0.495
19 C 0.87 0.81 -3.49  -0.101
20 H 1.39 -3.62 3.90  0.241
21 H -0.34 -3.92 3.67  0.233
22 H 3.80 1.47 0.21  0.259
23 C -0.81 3.78 1.06  -0.918
24 H -3.49 -1.46 1.86  0.256
25 H -2.08 -2.37 2.46  0.236
26 H -3.28 -2.12 -2.04  0.242
27 P -2.01 -2.02 0.04  1.000
28 H 3.20 -0.16 2.38  0.244
29 C -2.83 -2.29 1.67  -0.924
30 O 1.70 1.95 2.00  -0.455
31 H 4.89 0.22 -0.49  0.283
32 C -0.31 0.04 5.20  -0.031
33 C -1.33 -3.73 -0.18  -0.920
34 H 1.27 -2.59 -3.06  0.271
35 H 1.45 1.74 -3.54  0.260
36 C 1.10 1.26 1.21  0.498
37 O -2.43 0.89 1.99  -0.445
38 H -1.06 1.81 -3.86  0.281
39 H 4.44 -2.33 -0.38  0.284
40 H 0.11 3.57 -2.57  0.249
41 C 3.41 -2.24 -0.74  -0.912
42 H 0.22 3.99 1.36  0.263
43 P 2.77 -0.68 0.03  1.003
44 C 0.76 -1.62 -3.21  -0.184
45 C 0.14 -1.15 3.31  0.210
46 C 3.90 0.66 -0.51  -0.930
47 C -1.61 0.53 1.21  0.510
48 H 1.24 3.82 -1.22  0.263
49 C 0.39 -3.39 4.30  -0.435
50 H 3.61 0.99 -1.51  0.239
51 C -0.55 0.87 -3.55  -0.241
52 H -3.15 2.57 -0.14  0.261
53 H 2.82 -3.09 -0.39  0.262
54 H -1.33 4.67 0.72  0.287
55 C -2.52 2.90 -0.96  -0.915
56 H -2.72 2.32 -1.86  0.246
57 C 3.48 -0.97 1.71  -0.918
58 S 0.48 -1.73 1.70  0.037
59 H 3.37 -2.18 -1.83  0.241
60 H -2.19 -4.39 -0.19  0.280
61 H -0.54 0.94 5.77  0.294
62 H -3.99 -0.99 -0.85  0.257
63 H 2.63 -0.49 -3.48  0.272
64 C 1.53 -0.43 -3.34  0.009
65 H -4.18 -2.75 -0.59  0.284
66 H -2.41 -0.28 -3.44  0.263
67 H 0.32 -3.80 5.31  0.274
68 H -0.18 0.93 3.29  0.425
69 H -1.23 -2.53 -3.37  0.282

## Properties
Spin multiplicity: 4
LUMO (alpha / beta): -14.3 / -16.2 eV
Energy relative to the best compared isomer or geometry (same formula, charge and spin): 0.0000 eV
Energy: -3655.180397 a.u.
Charge: +4
Largest force on an atom: 8.04 eV/A
Frontier orbital gap (alpha / beta): 5.7 / 3.7 eV